Entry from the Open Molecules 2025 dataset: C64H154AsF6N8O5 as an isolated structure at a distorted geometry (the ωB97M-V functional and the def2-TZVPD basis).

Structure (XYZ):
```
238
Properties=species:S:1:pos:R:3:forces:R:3:lowdin_charge:R:1
As 0.209 0.655 -0.872 -1.3 -1.0 -1.6 0.966
F -1.256 0.495 -1.965 1.8 0.7 1.0 -0.291
F 0.667 2.267 -1.546 -0.4 -1.9 0.7 -0.267
F 1.680 0.623 0.134 -1.5 0.1 -0.4 -0.278
F -0.371 -0.905 -0.174 0.8 1.1 0.0 -0.298
F 1.128 -0.298 -2.109 -0.8 1.3 1.2 -0.281
F -0.862 1.495 0.300 1.3 -0.6 -0.5 -0.276
C -4.236 -3.245 -0.450 1.2 0.4 -0.2 -0.055
C -5.298 -2.569 0.426 0.4 0.0 -0.3 -0.117
N -4.950 -2.392 1.942 -1.0 -0.3 -0.1 -0.246
C -4.859 -3.800 2.517 -0.6 0.7 0.0 0.032
C -3.613 -1.649 2.131 -1.1 0.3 0.5 -0.122
C -3.491 -0.189 1.576 -0.1 -1.9 -1.2 -0.025
C -6.162 -1.679 2.677 1.9 0.2 0.3 0.001
C -6.277 -1.873 4.241 -0.2 1.0 -2.2 -0.029
O -5.227 -1.157 4.995 -1.8 -1.8 -0.5 0.063
C -5.578 -0.872 6.307 0.7 1.6 0.2 0.054
H -3.795 -4.213 -0.213 -0.7 -0.2 0.4 0.079
H -3.350 -2.627 -0.601 0.1 0.5 0.4 0.067
H -4.553 -3.306 -1.490 -0.8 -0.2 0.2 0.108
H -6.237 -3.119 0.375 0.0 0.1 0.2 0.142
H -5.421 -1.578 -0.011 -0.4 0.1 0.4 0.129
H -4.501 -3.692 3.541 0.1 -0.4 -0.1 0.107
H -4.269 -4.503 1.929 0.2 0.5 0.0 0.111
H -5.888 -4.159 2.484 0.1 -0.3 0.3 0.126
H -2.956 -2.435 1.759 0.7 0.8 -0.2 0.124
H -3.513 -1.570 3.213 0.3 -0.4 0.1 0.098
H -3.737 -0.188 0.515 -0.2 0.1 -0.1 0.078
H -2.432 0.065 1.529 0.0 0.2 0.6 0.062
H -4.136 0.541 2.066 0.3 -0.1 0.2 0.064
H -7.079 -2.062 2.230 0.0 0.1 0.1 0.157
H -6.007 -0.619 2.474 -0.4 -0.1 -0.2 0.128
H -6.404 -2.947 4.378 0.8 -0.3 1.2 0.165
H -7.217 -1.436 4.578 -0.2 0.1 -0.1 0.163
H -6.622 -0.701 6.569 -0.4 -0.3 -0.5 0.157
H -4.942 -0.028 6.571 0.1 0.0 0.4 0.135
H -5.227 -1.707 6.914 0.4 -0.8 0.5 0.187
C 7.239 0.014 -0.931 -0.4 0.4 0.8 -0.038
C 5.954 0.531 -1.597 0.2 -0.2 -0.3 -0.159
N 5.158 -0.593 -2.316 0.7 0.2 1.1 -0.203
C 4.003 0.057 -3.090 0.9 -0.5 0.2 0.012
C 6.120 -1.424 -3.217 -0.5 0.0 -1.0 -0.125
C 7.009 -0.653 -4.242 -0.5 0.6 1.0 -0.020
C 4.608 -1.525 -1.152 -0.1 -0.8 -0.4 -0.049
C 3.851 -2.828 -1.528 0.1 -0.5 -1.5 -0.174
O 4.672 -3.796 -2.245 -1.2 0.9 0.4 -0.191
C 3.888 -4.835 -2.877 0.7 0.0 0.3 -0.053
H 7.734 0.783 -0.340 0.0 0.6 -0.6 0.092
H 7.981 -0.403 -1.612 -0.2 0.0 0.1 0.090
H 7.036 -0.654 -0.094 -0.2 -0.6 -0.4 0.079
H 6.142 1.341 -2.302 0.4 -0.5 -0.6 0.130
H 5.260 1.049 -0.935 -0.1 -0.6 0.5 0.092
H 3.370 0.598 -2.386 -0.2 -0.6 0.0 0.082
H 3.531 -0.731 -3.676 -0.4 0.1 0.4 0.095
H 4.333 0.804 -3.813 0.7 -0.2 0.1 0.107
H 5.423 -2.127 -3.673 0.2 0.1 -0.3 0.113
H 6.733 -2.045 -2.564 -0.1 0.3 0.1 0.131
H 7.722 -0.045 -3.684 0.3 -0.2 -0.2 0.071
H 6.523 0.065 -4.902 -0.6 -0.2 0.1 0.081
H 7.552 -1.316 -4.915 -0.1 -0.3 0.4 0.107
H 3.978 -0.886 -0.533 -0.3 0.0 -0.3 0.109
H 5.386 -1.897 -0.486 0.7 0.6 -0.6 0.125
H 2.930 -2.572 -2.051 0.0 0.0 -0.7 0.101
H 3.457 -3.391 -0.682 0.3 0.6 0.9 0.107
H 3.040 -5.182 -2.286 -0.3 0.4 0.3 0.064
H 4.535 -5.708 -2.965 0.2 0.2 -0.2 0.109
H 3.556 -4.525 -3.868 -0.1 0.1 0.0 0.085
C -0.521 -9.209 1.483 -0.8 -0.6 -0.2 -0.038
C -1.098 -8.582 0.177 0.3 0.0 0.7 -0.148
N -0.011 -8.392 -0.864 1.4 0.2 -0.8 -0.229
C 0.577 -9.768 -1.244 0.5 0.2 0.7 0.036
C -0.682 -7.827 -2.187 0.7 -0.5 0.5 -0.116
C 0.239 -7.643 -3.390 1.6 -0.2 0.0 -0.052
C 1.233 -7.546 -0.390 -2.1 1.2 -0.3 -0.025
C 0.868 -6.060 -0.046 0.4 -1.3 0.4 -0.213
O 0.437 -5.301 -1.118 -0.3 0.8 -1.0 -0.180
C 0.102 -3.971 -0.796 0.2 1.0 -0.3 -0.101
H 0.222 -8.583 1.976 0.0 0.1 -0.3 0.074
H -0.136 -10.225 1.400 0.3 0.2 -0.5 0.087
H -1.271 -9.401 2.250 -0.5 0.5 -0.2 0.094
H -1.655 -7.679 0.428 0.9 0.9 0.0 0.111
H -1.933 -9.014 -0.376 0.4 -1.4 0.3 0.135
H -0.131 -10.383 -1.800 0.0 0.3 -0.1 0.131
H 0.884 -10.316 -0.354 -0.3 0.2 0.1 0.102
H 1.520 -9.592 -1.763 -0.4 -0.1 -0.4 0.106
H -1.213 -6.923 -1.886 0.0 -0.2 -0.1 0.114
H -1.326 -8.678 -2.409 -0.5 0.5 -0.1 0.128
H 1.082 -6.955 -3.341 -0.4 0.7 0.8 0.062
H -0.226 -7.361 -4.334 -0.7 -0.3 0.3 0.100
H 0.833 -8.539 -3.568 -0.6 -0.5 -0.3 0.084
H 1.963 -7.595 -1.198 -0.1 0.0 0.1 0.126
H 1.664 -7.945 0.528 -0.2 -0.4 -0.3 0.131
H 1.805 -5.677 0.357 0.2 0.3 0.2 0.119
H 0.106 -5.987 0.730 0.0 -0.4 0.4 0.120
H 0.757 -3.474 -0.081 0.6 -0.3 0.1 0.063
H -0.885 -3.740 -0.396 -0.6 -0.9 0.2 0.070
H 0.135 -3.337 -1.683 0.2 -0.3 -0.3 0.082
C -0.885 4.480 -3.950 0.6 -0.1 0.8 -0.049
C -1.122 5.368 -2.709 -1.0 -0.8 -0.6 -0.114
N -2.452 5.103 -1.916 -2.2 0.0 -2.2 -0.189
C -3.633 5.405 -2.930 0.7 -0.2 -0.9 0.027
C -2.587 3.579 -1.516 -0.7 0.4 0.3 -0.106
C -3.952 3.210 -0.769 1.8 -0.1 0.3 -0.022
C -2.645 6.159 -0.837 0.3 -0.9 1.1 -0.079
C -1.596 6.099 0.270 1.2 0.0 -1.3 -0.175
O -1.489 4.797 0.867 0.3 1.0 0.8 -0.215
C -0.131 4.494 1.247 -0.3 -0.6 -0.2 -0.086
H -0.539 3.476 -3.703 -0.6 -0.2 0.2 0.042
H 0.014 4.902 -4.399 -0.2 0.3 -0.3 0.102
H -1.688 4.479 -4.687 0.1 0.0 0.1 0.090
H -1.222 6.366 -3.138 0.1 0.3 0.7 0.139
H -0.295 5.246 -2.011 -0.2 0.2 0.0 0.115
H -3.513 6.334 -3.487 0.8 0.2 0.4 0.118
H -4.652 5.530 -2.562 0.4 -0.6 0.9 0.109
H -3.606 4.636 -3.702 -0.1 -0.2 0.4 0.095
H -1.624 3.383 -1.044 -0.6 -0.2 0.8 0.078
H -2.561 2.899 -2.368 0.0 0.9 -0.7 0.108
H -4.220 2.163 -0.905 0.4 -0.1 -0.7 0.068
H -4.834 3.759 -1.101 0.3 0.3 0.2 0.082
H -3.781 3.224 0.307 -0.2 0.7 0.1 0.031
H -3.631 6.078 -0.379 -0.2 -0.4 -0.4 0.132
H -2.621 7.137 -1.318 0.2 -0.1 -0.1 0.155
H -1.695 6.970 0.918 -0.5 -0.3 0.6 0.146
H -0.639 6.309 -0.207 0.3 0.0 -0.1 0.112
H -0.134 3.521 1.738 -0.2 -0.1 -0.3 0.065
H 0.383 5.141 1.956 -0.5 0.7 0.0 0.101
H 0.479 4.427 0.346 0.1 0.0 -0.1 0.068
C 0.999 1.201 -5.068 -1.0 0.7 -0.8 -0.059
C -0.251 0.295 -5.150 0.5 0.2 0.0 -0.152
N -0.261 -0.729 -6.301 0.9 0.9 -1.3 -0.202
C 0.113 0.022 -7.640 0.6 -0.7 1.6 0.048
C 0.911 -1.786 -6.161 -1.1 -0.2 -0.4 -0.131
C 0.699 -2.918 -5.158 -1.2 0.4 0.2 -0.054
C -1.665 -1.424 -6.513 1.5 0.1 1.7 -0.050
C -2.786 -0.657 -7.185 1.1 0.0 -0.6 -0.230
O -3.154 0.423 -6.393 -1.4 1.2 0.8 -0.202
C -4.495 0.960 -6.705 0.2 -0.9 -0.8 -0.023
H 0.845 1.922 -4.266 0.2 -0.7 0.8 0.050
H 0.992 1.949 -5.861 0.3 -0.5 -0.7 0.086
H 1.962 0.692 -5.026 -0.2 0.1 0.2 0.061
H -1.137 0.918 -5.269 0.0 -0.2 -0.2 0.116
H -0.323 -0.178 -4.171 -0.3 -0.7 -0.3 0.087
H -0.010 -0.658 -8.483 -0.5 0.2 0.1 0.120
H 1.187 0.174 -7.534 -0.1 0.4 -0.2 0.097
H -0.414 0.975 -7.698 -0.1 -0.3 -0.1 0.118
H 1.871 -1.289 -6.019 -0.4 0.4 0.0 0.113
H 0.906 -2.189 -7.173 0.3 -0.3 0.1 0.130
H 1.482 -3.676 -5.160 0.1 0.2 -0.4 0.082
H -0.255 -3.395 -5.382 0.2 -0.4 -0.1 0.073
H 0.565 -2.584 -4.129 0.3 0.4 0.1 0.056
H -1.895 -1.612 -5.464 -0.6 -0.4 -0.1 0.128
H -1.405 -2.357 -7.013 -0.3 0.1 -0.2 0.139
H -3.576 -1.381 -7.384 -0.3 -0.1 0.2 0.146
H -2.435 -0.330 -8.163 -0.1 0.1 -0.3 0.133
H -5.162 0.112 -6.864 -0.1 -0.1 0.0 0.091
H -4.502 1.531 -7.634 0.3 0.0 0.0 0.101
H -4.958 1.578 -5.936 0.8 -0.1 0.4 0.084
C -1.549 1.449 3.982 0.0 0.8 -1.7 -0.084
C -2.393 2.618 3.414 -0.8 0.7 1.6 -0.200
C -3.800 2.762 4.146 0.4 1.4 -1.0 -0.095
N -4.367 4.176 4.203 0.6 2.4 -2.0 -0.225
C -4.422 4.771 2.685 -0.3 -0.6 1.7 0.083
C -3.545 5.174 5.024 1.1 0.1 0.9 -0.113
C -4.411 6.299 5.573 -1.5 -0.7 -1.0 -0.105
C -5.834 5.716 5.374 -0.8 1.2 0.1 -0.135
C -5.709 4.285 4.920 0.0 -0.5 -0.5 -0.099
H -0.918 1.773 4.809 -0.5 -0.4 0.3 0.093
H -0.876 1.254 3.147 0.4 -0.3 0.1 0.051
H -2.123 0.530 4.100 0.0 0.1 0.5 0.046
H -2.478 2.596 2.327 -0.4 -0.4 0.0 0.078
H -1.833 3.540 3.569 0.0 0.1 0.3 0.100
H -3.815 2.482 5.199 0.3 -0.6 -0.2 0.125
H -4.536 2.256 3.521 -0.2 -0.5 0.5 0.105
H -4.952 5.723 2.642 -0.1 -0.1 0.6 0.116
H -4.968 4.065 2.060 0.2 -0.1 0.2 0.089
H -3.400 4.945 2.351 0.0 -0.4 0.1 0.070
H -2.792 5.715 4.452 0.5 -1.1 -0.2 0.131
H -3.169 4.576 5.855 0.5 0.1 -0.1 0.141
H -4.266 7.172 4.937 -0.1 0.2 0.4 0.125
H -4.308 6.553 6.628 0.7 -0.1 -0.2 0.140
H -6.430 6.295 4.668 0.2 0.0 -0.2 0.127
H -6.375 5.847 6.311 -0.2 -0.6 -0.1 0.137
H -6.448 3.955 4.190 -0.3 0.0 0.3 0.138
H -5.685 3.626 5.788 0.1 -0.3 -0.2 0.134
C 6.963 7.359 -1.380 -1.5 0.2 -0.4 -0.061
C 6.797 6.104 -0.466 0.0 0.1 -0.8 -0.214
C 5.684 6.149 0.568 -1.2 0.0 -0.3 -0.097
N 5.208 4.758 1.127 2.1 1.1 0.6 -0.237
C 6.467 4.240 1.826 -1.0 -1.1 0.9 0.027
C 4.091 4.899 2.176 -0.3 -0.5 -0.7 -0.062
C 3.347 3.569 2.058 1.2 -0.5 1.1 -0.171
C 3.349 3.319 0.581 -0.8 -1.1 -0.5 -0.171
C 4.684 3.815 0.026 0.0 0.2 1.6 -0.057
H 6.845 8.344 -0.930 0.8 -0.2 0.8 0.090
H 6.140 7.461 -2.088 -0.2 -0.6 -0.3 0.072
H 7.861 7.303 -1.996 0.1 0.0 0.4 0.094
H 7.816 5.934 -0.119 -0.3 -0.4 0.7 0.122
H 6.496 5.261 -1.089 0.5 -0.1 -0.5 0.091
H 4.714 6.381 0.127 0.3 1.2 -0.4 0.128
H 5.933 6.820 1.391 -0.4 -0.2 0.2 0.150
H 7.244 3.847 1.171 -0.3 0.4 -0.3 0.113
H 6.121 3.429 2.467 0.2 -0.3 0.0 0.098
H 6.857 4.988 2.515 0.0 0.2 -0.4 0.126
H 4.543 5.095 3.149 -0.2 0.3 -0.2 0.149
H 3.380 5.645 1.821 0.5 0.6 0.2 0.137
H 3.922 2.823 2.606 0.6 -0.3 -0.3 0.108
H 2.410 3.387 2.585 -0.4 1.1 -0.3 0.112
H 3.141 2.262 0.416 0.5 -0.1 -0.3 0.084
H 2.483 3.777 0.101 0.2 0.5 -0.1 0.093
H 5.449 3.039 0.036 -0.2 0.0 -0.7 0.110
H 4.553 4.348 -0.916 0.4 -0.1 0.1 0.138
C -1.522 -1.252 6.650 1.5 -0.4 0.4 -0.067
C -0.084 -1.207 6.046 -0.1 -0.4 0.7 -0.216
C 0.058 -2.040 4.786 -0.8 1.1 -1.7 -0.133
N 1.399 -1.941 4.062 0.8 1.3 1.3 -0.232
C 1.923 -0.446 4.008 -0.3 -1.0 0.0 0.071
C 1.494 -2.658 2.721 0.4 1.5 -0.3 -0.075
C 3.040 -2.778 2.457 -2.0 -0.5 -0.2 -0.149
C 3.569 -3.000 3.842 0.3 -0.5 1.3 -0.126
C 2.432 -2.676 4.879 1.3 -0.2 -0.8 -0.074
H -1.815 -2.257 6.954 -0.2 -0.2 -0.5 0.087
H -2.223 -0.766 5.972 -0.2 0.0 0.2 0.035
H -1.431 -0.759 7.618 -0.4 0.5 -0.2 0.097
H 0.650 -1.580 6.760 -0.2 -0.1 0.4 0.128
H 0.172 -0.152 5.946 -0.1 -0.1 -0.5 0.090
H -0.649 -1.684 4.037 -0.2 0.4 -0.2 0.109
H -0.271 -3.072 4.904 0.8 -0.2 0.3 0.142
H 2.951 -0.491 3.649 -0.2 0.0 0.1 0.102
H 1.909 -0.035 5.018 0.2 -0.4 -0.1 0.098
H 1.345 0.231 3.380 -0.3 -0.6 -0.3 0.089
H 1.048 -2.002 1.973 -0.4 -0.2 0.0 0.108
H 0.918 -3.575 2.848 0.3 -0.2 -0.2 0.135
H 3.414 -1.914 1.908 -0.1 0.0 0.2 0.104
H 3.244 -3.678 1.876 -0.1 0.2 -0.3 0.108
H 4.459 -2.416 4.074 0.0 -0.2 0.0 0.131
H 3.823 -4.060 3.866 0.2 0.2 0.7 0.133
H 2.862 -2.043 5.655 -0.5 -0.1 0.2 0.142
H 1.924 -3.549 5.287 0.3 0.0 0.1 0.145
```
Positions in Å, forces in eV/Å.

frontier orbital gap (alpha / beta) = 8.19 / 1.53 eV
LUMO (alpha / beta) = -14.58 / -21.23 eV
molecular weight = 1304.90 g/mol
2S+1 = 2
charge = +8